Record 1
Entry from the OMol25 dataset: a molecular structure, C10H20O12S3Ti at a distorted geometry (the ωB97M-V functional and the def2-TZVPD basis).

Properties
- Total charge: -1
- Spin multiplicity: 4
- Frontier orbital gap (spin up / spin down): 4.85 / 4.68 eV

Last column: Mulliken spin population.
Atoms and positions in Å:
Ti (-0.55014, 0.91632, 0.05054)  2.919
S (-0.74970, 4.50120, 1.36474)  -0.004
O (0.36234, 3.72539, 0.91888)  -0.002
O (-1.23092, 5.20581, 0.22433)  0.009
O (-1.72064, 3.46256, 1.74553)  0.015
O (-0.51720, 5.33846, 2.53195)  0.000
C (0.83094, -0.08832, 4.88823)  0.010
C (0.50758, 1.14766, 5.71567)  -0.001
O (1.40534, 1.02158, 6.78868)  0.000
C (1.86989, -0.25869, 6.84994)  0.002
O (2.51173, -0.71616, 7.79281)  0.000
O (1.36122, -0.94558, 5.86495)  0.000
H (1.42296, 0.15624, 4.00630)  -0.001
H (-0.12890, -0.37193, 4.45652)  0.000
H (-0.50761, 1.11390, 6.11109)  0.001
H (0.51047, 2.10893, 5.20182)  0.000
C (-0.13117, 4.41479, -4.21397)  -0.021
C (1.01652, 5.39919, -4.31339)  0.001
O (1.99874, 4.65066, -4.89332)  0.000
C (1.42976, 3.63599, -5.55334)  0.000
O (2.01535, 2.96797, -6.36483)  0.000
O (0.15255, 3.62351, -5.33208)  0.000
H (-1.09526, 4.90964, -4.33118)  -0.001
H (-0.15580, 3.87598, -3.26676)  0.025
H (1.38318, 5.62496, -3.31205)  0.000
H (0.74046, 6.37462, -4.71394)  0.000
C (0.13637, -3.62777, -4.03895)  -0.001
S (0.79232, -1.91929, -4.27407)  0.009
O (0.97603, -1.31155, -2.88751)  0.012
C (2.42573, -2.47518, -4.97321)  0.000
H (0.04440, -4.21987, -4.94949)  0.000
H (-0.88653, -3.56374, -3.66792)  0.001
H (0.71362, -4.38247, -3.50481)  0.000
H (3.08348, -1.63160, -4.76384)  0.000
H (2.38591, -2.53299, -6.06094)  0.000
H (2.81460, -3.36980, -4.48687)  0.000
C (-2.83767, -3.71050, 3.72820)  -0.001
S (-3.14778, -3.63975, 1.96563)  0.012
O (-2.19814, -2.55789, 1.45427)  0.014
C (-2.31502, -5.19366, 1.51364)  0.000
H (-1.76184, -3.80814, 3.87361)  0.000
H (-3.32002, -4.48564, 4.32369)  0.000
H (-3.19693, -2.82165, 4.24684)  0.000
H (-2.85787, -6.01013, 1.98988)  0.000
H (-1.28467, -5.23918, 1.86636)  0.000
H (-2.29767, -5.29386, 0.42839)  0.000

Atoms 1-3, force components in eV/Å:
-0.1 2.3 1.0
-2.5 0.1 1.7
5.4 -3.2 -1.4

Record 2
Entry from the OMol25 dataset: a molecular structure, C10H20O4S at a distorted geometry (the ωB97M-V functional and the def2-TZVPD basis).

Properties
- Frontier orbital gap: 11.40 eV

Last column: Mulliken charge in e.
Atoms and positions in Å:
C (2.26063, 0.72760, 1.80173)  -1.208
C (2.37692, 1.32587, 0.39735)  0.088
C (2.94286, 0.39372, -0.68469)  -0.974
C (2.39200, -1.03248, -0.71946)  -1.088
C (0.84984, -1.11302, -0.80904)  0.110
C (0.17709, -1.68392, 0.44571)  -0.441
C (-1.26405, -2.14204, 0.18134)  -1.259
C (-2.12530, -1.11534, -0.54503)  -0.817
C (-2.52605, 0.06827, 0.32725)  0.372
C (-3.45200, 0.90996, -0.53737)  -0.834
O (-3.26453, 2.27842, -0.11106)  -0.386
S (-1.66967, 2.40358, -0.06823)  1.165
O (-1.09112, 2.49889, -1.35257)  -0.570
O (-1.29292, 3.42257, 0.82485)  -0.622
O (-1.41349, 0.95941, 0.55571)  -0.165
H (2.14708, -0.34856, 1.81944)  0.321
H (3.08894, 1.00293, 2.44736)  0.378
H (1.36716, 1.13285, 2.27302)  0.227
H (1.44845, 1.76811, 0.05383)  -0.036
H (3.07527, 2.15548, 0.47779)  0.413
H (4.02921, 0.39446, -0.67827)  0.433
H (2.67050, 0.83614, -1.64432)  0.324
H (2.78311, -1.62072, 0.10737)  0.383
H (2.78939, -1.50387, -1.61606)  0.382
H (0.60299, -1.78491, -1.62916)  0.499
H (0.47374, -0.10814, -0.96655)  -0.136
H (0.13421, -0.90372, 1.19453)  0.053
H (0.74173, -2.52931, 0.82550)  0.616
H (-1.30312, -3.10285, -0.32407)  0.375
H (-1.72930, -2.30082, 1.15580)  0.408
H (-3.04398, -1.58160, -0.90032)  0.475
H (-1.64542, -0.69475, -1.42272)  0.350
H (-2.97216, -0.21505, 1.27198)  0.298
H (-3.07521, 0.91049, -1.55927)  0.450
H (-4.48284, 0.59233, -0.59240)  0.416

Atoms 1-3, force components in eV/Å:
-0.5 0.4 0.1
0.8 -0.2 0.1
-0.6 0.1 -0.3

Record 3
Entry from the OMol25 dataset: a molecular structure, C10H20O5RuSbSe4 at a distorted geometry (the ωB97M-V functional and the def2-TZVPD basis).

Properties
- Spin multiplicity: 2
- Frontier orbital gap (spin up / spin down): 5.12 / 6.00 eV

Last column: Mulliken spin population.
Atoms and positions in Å:
Ru (1.10866, -1.27679, -0.22607)  1.262
C (-1.45674, 0.65411, -1.91217)  -0.007
C (-0.30204, 0.33191, -2.87147)  0.001
O (0.96486, 0.35341, -2.24897)  0.024
C (1.62686, 1.59551, -2.14197)  -0.011
C (1.32786, 2.30061, -0.81527)  0.005
O (1.63086, 1.36041, 0.19693)  0.007
C (1.50196, 1.81831, 1.52303)  0.005
C (0.18526, 1.37811, 2.16113)  -0.005
O (0.16136, -0.02929, 2.13223)  -0.009
C (-0.87534, -0.59319, 2.90583)  0.001
C (-1.01184, -2.06489, 2.49873)  0.000
O (-0.97414, -2.23659, 1.10043)  0.000
C (-2.17704, -2.00739, 0.39923)  0.001
C (-2.40464, -0.55259, -0.04777)  -0.003
O (-1.25434, -0.08369, -0.72027)  0.004
H (-2.40074, 0.36291, -2.38697)  -0.002
H (-1.50064, 1.73021, -1.68137)  0.000
H (-0.31284, 1.00621, -3.73397)  -0.003
H (-0.41074, -0.70339, -3.21477)  0.003
H (1.38336, 2.23351, -2.99777)  -0.003
H (2.69586, 1.34891, -2.16177)  0.003
H (0.27906, 2.61681, -0.73677)  -0.002
H (1.97986, 3.18051, -0.71117)  -0.001
H (1.59616, 2.90801, 1.55543)  0.000
H (2.31776, 1.35751, 2.09313)  0.000
H (-0.68244, 1.78461, 1.61673)  0.000
H (0.14276, 1.74051, 3.19803)  0.000
H (-1.81064, -0.04239, 2.73123)  -0.001
H (-0.63414, -0.52559, 3.97713)  0.001
H (-1.93534, -2.48319, 2.92293)  -0.001
H (-0.15184, -2.62609, 2.88303)  0.002
H (-3.03894, -2.35069, 0.98623)  -0.001
H (-2.08674, -2.62199, -0.50597)  -0.001
H (-2.61794, 0.10631, 0.80673)  -0.001
H (-3.27334, -0.55359, -0.71737)  0.001
Se (2.61796, -1.81789, 1.80383)  -0.100
Sb (2.85636, -2.55269, -2.02767)  -0.015
Se (3.62796, -0.75049, 0.08863)  -0.098
Se (0.32136, -3.09479, -1.70967)  -0.003
Se (2.98636, -1.20119, -4.01127)  -0.053

Atoms 1-3, force components in eV/Å:
0.9 0.3 0.8
0.3 0.2 -0.2
-0.3 -0.3 0.1

Record 4
Entry from the OMol25 dataset: a molecular structure, C10H21AuCl2OP at a distorted geometry (the ωB97M-V functional and the def2-TZVPD basis).

Properties
- Total charge: -1
- Spin multiplicity: 3
- Frontier orbital gap (spin up / spin down): 5.70 / 6.68 eV

Last column: Mulliken spin population.
Atoms and positions in Å:
Au (-0.59353, -0.06173, -0.10475)  0.346
Cl (0.12405, 2.13745, -0.51561)  0.098
Cl (-1.06056, -2.21595, 0.72522)  0.128
C (-2.90773, 0.38032, -0.40008)  -0.005
H (-3.21944, -0.21556, 0.46417)  0.002
H (-3.27381, 1.40073, -0.50629)  -0.002
C (0.82097, -0.89867, -1.31969)  1.206
C (-2.41389, -0.24389, -1.58070)  0.093
H (1.80309, -1.04252, -0.87262)  0.028
C (-2.15058, 0.63820, -2.77423)  -0.013
H (-2.46303, -1.33362, -1.74098)  -0.003
C (-1.25227, 0.01370, -3.87116)  0.000
H (-3.12965, 0.90130, -3.22647)  0.012
H (-1.70102, 1.57749, -2.39666)  0.003
C (0.25916, 0.02017, -3.54406)  0.107
H (-1.60156, -1.01758, -4.06049)  -0.009
H (-1.41584, 0.59836, -4.78742)  -0.001
C (0.65294, -1.25268, -2.72884)  -0.023
H (0.81994, 0.00055, -4.50015)  -0.024
H (0.52578, 0.93910, -2.98885)  -0.018
H (-0.13278, -2.02516, -2.80658)  0.052
H (1.64005, -1.63079, -3.08092)  0.019
C (3.07932, -0.08167, 3.70837)  -0.001
P (1.56766, 0.06392, 2.72600)  -0.005
C (0.31232, -0.88263, 3.65077)  0.014
C (0.98869, 1.77596, 2.96797)  0.014
O (1.78486, -0.34797, 1.29881)  -0.003
H (3.43997, -1.11301, 3.72890)  0.000
H (2.84420, 0.24065, 4.72998)  0.000
H (3.87749, 0.54674, 3.30508)  0.000
H (0.33295, -0.59485, 4.70640)  0.000
H (-0.67950, -0.68803, 3.22545)  -0.007
H (0.51361, -1.95751, 3.54962)  0.000
H (1.64588, 2.47028, 2.42737)  -0.001
H (-0.02308, 1.87973, 2.55714)  -0.006
H (0.98533, 2.01919, 4.03532)  0.000

Atoms 1-3, force components in eV/Å:
-0.1 0.1 -0.5
0.3 1.2 0.1
-0.4 -1.1 0.7

Record 5
Entry from the OMol25 dataset: a molecular structure, C10H21BaN3P at a distorted geometry (the ωB97M-V functional and the def2-TZVPD basis).

Properties
- Total charge: -1
- Frontier orbital gap: 2.26 eV

Last column: Mulliken charge in e.
Atoms and positions in Å:
C (-0.04079, -4.32903, 0.19428)  -0.805
C (-0.05244, -5.21357, -0.82641)  -0.317
C (-0.25426, -4.95254, -2.19634)  -0.139
C (-0.52243, -3.70357, -2.77627)  -0.273
C (-0.61885, -2.50764, -2.18315)  -1.367
Ba (-0.07438, -1.98662, -0.13242)  1.194
P (0.68034, -1.91323, 2.37278)  -0.168
H (0.03239, -4.61008, 1.23430)  0.072
H (0.06271, -6.24669, -0.51588)  0.160
H (-0.27181, -5.81026, -2.86204)  0.242
H (-0.90542, -1.57915, -2.63790)  0.177
H (-0.73955, -3.65463, -3.83301)  0.171
H (1.83439, -1.16335, 2.49853)  0.011
H (0.91390, -3.12052, 2.97184)  0.063
H (-0.27792, -1.26473, 3.13907)  0.007
C (-1.82129, 2.41622, 2.15406)  -1.085
N (-0.75564, 2.80090, 1.16750)  0.127
C (-0.54766, 4.25400, 1.10081)  -1.099
C (-0.11987, 1.84031, 0.38147)  0.327
N (-0.34658, 0.55111, 0.64364)  -0.348
N (0.75565, 2.06818, -0.68185)  0.072
C (1.40143, 3.30984, -1.12934)  -1.002
C (1.29425, 0.88666, -1.44243)  -0.729
H (-2.30002, 3.28008, 2.65293)  0.311
H (-1.40463, 1.79845, 2.96241)  0.327
H (-2.62264, 1.87626, 1.63603)  0.364
H (0.48387, 4.49003, 1.39574)  0.331
H (-0.81286, 4.61386, 0.09863)  0.365
H (-1.18667, 4.82359, 1.79881)  0.341
H (-0.87170, 0.36347, 1.51231)  0.032
H (2.49689, 3.23726, -1.02755)  0.360
H (1.16234, 3.51703, -2.18799)  0.304
H (1.11746, 4.19561, -0.55755)  0.331
H (1.81181, 0.19744, -0.75466)  0.146
H (0.46955, 0.35913, -1.95201)  0.167
H (2.03043, 1.17623, -2.21830)  0.328

Atoms 1-3, force components in eV/Å:
-0.3 -0.1 0.8
0.0 -0.6 0.7
0.1 -0.4 -0.8

Record 6
Entry from the OMol25 dataset: a molecular structure, C10H21CdN2 at a distorted geometry (the ωB97M-V functional and the def2-TZVPD basis).

Properties
- Total charge: -1
- Frontier orbital gap: 2.04 eV

Last column: Mulliken charge in e.
Atoms and positions in Å:
C (-0.87745, -4.46571, -0.90405)  -1.629
Cd (-0.55187, -2.25535, -0.37495)  -0.235
N (-0.42063, -1.55736, -2.74761)  -2.828
H (-1.83615, -1.99399, 0.82088)  -0.183
H (-1.64947, -3.56815, -0.68248)  0.377
H (-1.01978, -5.20254, -0.10904)  0.410
H (0.19924, -4.25774, -0.98363)  0.178
H (-1.19334, -4.89688, -1.86000)  0.574
H (0.39695, -0.95066, -2.82423)  0.596
H (-1.24438, -1.03771, -3.05439)  0.908
H (-0.29219, -2.35939, -3.36599)  0.791
C (-0.49253, 2.65938, -0.49216)  -3.172
N (-0.81616, 2.40088, 0.93469)  4.466
C (-2.13169, 2.98776, 1.30975)  -3.363
C (-0.72211, 0.92204, 1.32070)  -0.855
C (0.64712, 0.40578, 1.00171)  0.399
C (1.72427, 1.13821, 1.54496)  -2.177
C (3.03230, 0.85833, 1.14482)  -0.077
C (3.25591, -0.16951, 0.22820)  -0.319
C (2.17934, -0.94673, -0.24667)  -0.138
C (0.88912, -0.70148, 0.19177)  -0.224
H (-1.16166, 2.06210, -1.12226)  0.468
H (0.55246, 2.39902, -0.68293)  -0.177
H (-0.65174, 3.72419, -0.67933)  1.007
H (-0.09598, 2.88323, 1.49596)  -0.028
H (-2.91847, 2.46671, 0.75618)  0.572
H (-2.27496, 2.86239, 2.38658)  0.069
H (-2.12184, 4.05173, 1.04999)  0.914
H (-0.93929, 0.89030, 2.39907)  0.459
H (-1.53341, 0.40682, 0.79367)  0.338
H (1.53712, 1.93985, 2.26973)  0.449
H (3.86059, 1.44349, 1.54645)  0.582
H (4.27180, -0.38288, -0.11370)  0.331
H (2.39885, -1.75611, -0.95169)  0.518

Atoms 1-3, force components in eV/Å:
-1.5 -0.7 -0.3
0.5 4.1 0.9
-0.2 -0.4 0.2

no.,DFT total energy (eV)
1,-90878.7716
2,-29718.7596
3,-291433.9109
4,-50784.2060
5,-25151.3859
6,-18247.5599